No. 1
ORCA calculation (ωB97M-V with the def2-TZVPD basis set) on C30H52As2CsF3N5O6PS as an isolated structure at a distorted geometry.

Results
Charge = -2
LUMO energy = 0.140 Ha
HOMO level = -2.08 eV
Frontier orbital gap = 5.9 eV
Energy above the lowest of the compared OMol25 structures with the same formula, charge and spin = 68.1 kJ/mol

```
101
C30H52As2CsF3N5O6PS ωB97M-V with the def2-TZVPD basis set
Cs -0.791 0.118 1.038
N -3.705 0.666 2.720
C -3.004 1.619 3.586
C -1.544 1.187 3.800
O -1.369 -0.077 3.879
N -0.670 2.141 3.865
C 0.690 1.726 4.154
C 1.511 1.533 2.865
O 2.258 2.482 2.507
O 1.349 0.456 2.230
H -4.612 0.444 3.106
H -3.168 -0.199 2.772
H -3.460 1.677 4.584
H -3.019 2.621 3.155
H 0.717 0.793 4.730
H 1.173 2.525 4.723
C 1.639 -4.373 -1.233
As 0.662 -3.361 0.156
C 2.256 -2.486 0.888
C 0.572 -4.782 1.524
C 0.894 -6.111 1.253
C 0.818 -7.088 2.236
C 0.421 -6.741 3.518
C 0.089 -5.422 3.790
C 0.143 -4.434 2.812
As -0.422 -2.553 3.149
C 0.671 -2.260 4.746
C -2.100 -3.024 4.063
H 2.521 -4.878 -0.835
H 1.943 -3.631 -1.971
H 0.982 -5.098 -1.715
H 2.867 -3.229 1.402
H 1.996 -1.673 1.571
H 2.812 -2.071 0.047
H 1.215 -6.400 0.259
H 1.072 -8.117 2.002
H 0.366 -7.492 4.298
H -0.228 -5.161 4.795
H 0.695 -3.136 5.394
H 0.230 -1.408 5.261
H 1.682 -1.999 4.434
H -1.938 -3.716 4.891
H -2.779 -3.482 3.342
H -2.524 -2.093 4.434
F -5.255 0.253 -4.949
C -5.738 0.335 -3.695
F -6.086 -0.913 -3.334
F -6.933 1.002 -3.832
C -4.843 1.026 -2.721
C -5.287 2.207 -2.152
C -4.476 2.888 -1.260
C -3.242 2.325 -0.963
N -2.799 1.190 -1.474
C -3.548 0.508 -2.380
S -2.914 -0.890 -3.099
H -6.263 2.594 -2.410
H -4.789 3.819 -0.806
H -2.556 2.830 -0.286
C 3.516 -1.267 -3.909
C 2.058 -0.836 -3.771
C 1.919 0.633 -4.178
C 1.164 -1.706 -4.653
N 1.707 -1.085 -2.358
N 0.392 -0.754 -1.931
H 3.853 -1.164 -4.943
H 3.632 -2.307 -3.599
H 4.158 -0.646 -3.277
H 2.279 0.793 -5.198
H 2.489 1.268 -3.498
H 0.873 0.941 -4.144
H 1.442 -1.593 -5.703
H 0.118 -1.414 -4.546
H 1.264 -2.757 -4.372
H 2.333 -0.547 -1.767
H -0.298 -1.342 -2.383
H 0.128 0.211 -2.123
C -0.242 5.663 0.988
C 1.148 5.067 1.099
O 1.495 4.322 -0.074
P 0.964 2.754 -0.115
O 2.229 2.098 -0.932
C 3.421 1.692 -0.251
C 4.449 2.808 -0.243
O -0.037 2.814 -1.410
C 0.208 3.547 -2.602
C -0.963 3.329 -3.541
H -0.464 6.262 1.873
H -0.984 4.865 0.924
H -0.329 6.294 0.100
H 1.231 4.419 1.974
H 1.901 5.855 1.177
H 3.808 0.827 -0.801
H 3.176 1.391 0.767
H 4.688 3.127 -1.261
H 5.366 2.470 0.244
H 4.052 3.661 0.306
H 1.143 3.215 -3.055
H 0.315 4.609 -2.357
H -1.134 2.262 -3.700
H -0.773 3.810 -4.504
H -1.878 3.743 -3.115
```


No. 2
ORCA calculation (ωB97M-V with the def2-TZVPD basis set) on C30H52IrN3P2 as an isolated structure.

Results
Multiplicity = 5
Charge = +2
⟨S²⟩ = 6.05
LUMO energy (spin up / spin down) = -0.167 / -0.266 Ha
HOMO level (spin up / spin down) = -12.59 / -14.00 eV
Frontier orbital gap (spin up / spin down) = 8.0 / 6.8 eV

```
88
C30H52IrN3P2 ωB97M-V with the def2-TZVPD basis set
Ir 1.131 0.025 0.168
C 1.826 3.211 -2.155
C 0.715 2.338 -2.740
C -0.253 3.196 -3.567
P -0.111 1.245 -1.515
C -1.532 2.086 -0.721
C -1.083 3.411 -0.101
C -2.789 2.252 -1.574
C -0.759 -0.147 -2.499
C -0.803 -0.220 -3.888
C -1.245 -1.371 -4.539
C -1.298 -1.438 -6.037
C -1.643 -2.462 -3.766
C -1.619 -2.415 -2.382
C -1.187 -1.251 -1.749
N -1.003 -1.113 -0.369
C -1.912 -1.430 0.556
C -3.200 -1.951 0.276
C -4.060 -2.263 1.302
C -3.701 -2.066 2.640
C -4.618 -2.441 3.759
C -2.449 -1.491 2.916
C -1.556 -1.157 1.921
P 0.057 -0.367 2.251
C 0.965 -1.526 3.361
C 2.476 -1.366 3.201
C 0.589 -1.491 4.844
C -0.289 1.249 3.070
C 1.006 1.870 3.604
C -1.392 1.321 4.125
H 2.167 3.918 -2.912
H 2.696 2.615 -1.877
H 1.499 3.796 -1.293
H 1.193 1.611 -3.408
H -0.621 4.042 -2.988
H -1.117 2.647 -3.936
H 0.282 3.602 -4.426
H -1.768 1.396 0.096
H -0.890 4.166 -0.862
H -0.179 3.311 0.506
H -1.873 3.799 0.544
H -2.674 3.051 -2.305
H -3.624 2.522 -0.927
H -3.059 1.340 -2.106
H -0.485 0.616 -4.495
H -0.690 -0.660 -6.495
H -2.321 -1.312 -6.394
H -0.943 -2.403 -6.397
H -1.966 -3.371 -4.257
H -1.901 -3.281 -1.799
H -3.514 -2.088 -0.748
H -5.040 -2.660 1.072
H -5.622 -2.653 3.401
H -4.675 -1.645 4.501
H -4.247 -3.334 4.267
H -2.209 -1.294 3.950
H 0.672 -2.505 2.959
H 2.818 -0.412 3.604
H 2.783 -1.422 2.155
H 2.995 -2.153 3.747
H 0.903 -0.559 5.314
H 1.109 -2.301 5.356
H -0.472 -1.628 5.032
H -0.613 1.854 2.215
H 1.254 1.483 4.591
H 0.884 2.948 3.698
H 1.867 1.691 2.958
H -1.149 0.737 5.011
H -2.356 0.993 3.742
H -1.503 2.358 4.443
N 3.203 1.069 0.381
C 4.371 0.478 -0.328
C 3.963 -0.030 -1.715
C 3.951 -1.553 -1.851
C 3.138 -2.300 -0.812
N 1.710 -1.886 -0.822
H 3.017 1.988 -0.012
H 3.436 1.243 1.354
H 4.746 -0.335 0.295
H 5.171 1.217 -0.394
H 4.627 0.382 -2.477
H 2.971 0.379 -1.953
H 4.975 -1.929 -1.787
H 3.604 -1.829 -2.850
H 3.518 -2.120 0.193
H 3.209 -3.375 -0.992
H 1.136 -2.595 -0.374
H 1.377 -1.856 -1.786
```


No. 3
ORCA calculation (ωB97M-V with the def2-TZVPD basis set) on a 8-piece molecular cluster, C30H52N8O10 overall at a distorted geometry.

Results
Charge = 0
LUMO energy = -0.049 Ha
HOMO level = -9.06 eV
Frontier orbital gap = 7.7 eV
Energy above the lowest of the compared OMol25 structures with the same formula, charge and spin = 1396.6 kJ/mol

```
100
C30H52N8O10 ωB97M-V with the def2-TZVPD basis set
C 42.855 13.806 51.250
C 43.399 14.260 49.929
C 43.238 15.719 49.468
C 42.057 16.468 50.013
C 41.409 15.854 51.348
C 41.888 14.542 51.975
N 41.447 17.682 49.390
O 40.303 18.010 49.732
O 42.105 18.162 48.445
H 43.278 12.908 51.694
H 43.970 13.549 49.259
H 43.796 15.884 48.594
H 40.667 16.385 51.855
H 41.368 14.339 52.726
C 48.349 17.813 43.671
C 49.238 18.521 44.666
C 48.750 18.715 46.102
C 47.429 18.002 46.503
C 46.692 17.157 45.403
C 47.121 17.335 43.951
N 46.834 18.102 47.808
O 45.767 17.456 48.072
O 47.405 18.759 48.694
H 48.744 17.847 42.651
H 50.143 18.774 44.244
H 49.259 19.368 46.774
H 45.707 16.591 45.830
H 46.571 16.794 43.134
C 35.740 14.386 51.095
O 34.836 14.143 51.968
N 37.052 14.185 51.350
C 38.087 14.680 50.500
C 37.339 13.583 52.763
H 35.609 14.694 49.886
H 37.819 14.615 49.222
H 38.950 14.119 50.267
H 38.420 15.632 50.723
H 36.806 12.787 53.018
H 37.161 14.229 53.621
H 38.419 13.459 52.846
C 44.047 11.107 48.120
O 43.212 10.661 48.821
N 45.271 11.257 48.505
C 46.325 11.714 47.607
C 45.729 10.859 49.765
H 43.929 11.580 47.039
H 46.746 10.754 47.292
H 47.190 12.038 48.256
H 46.033 12.147 46.634
H 45.629 11.636 50.493
H 46.699 10.918 50.039
H 45.402 9.851 49.948
C 40.051 21.230 50.798
O 39.987 20.654 51.843
N 40.219 22.575 50.549
C 40.278 23.220 49.279
C 40.376 23.510 51.710
H 40.152 20.578 49.999
H 39.573 22.491 48.769
H 41.389 23.241 49.053
H 39.808 24.227 49.026
H 40.607 22.950 52.550
H 39.383 24.178 52.059
H 41.140 24.232 51.814
C 42.953 16.391 43.451
O 44.000 16.105 44.035
N 42.113 17.295 43.956
C 40.774 17.657 43.439
C 42.413 17.772 45.363
H 42.507 15.846 42.506
H 40.771 18.761 43.695
H 40.014 17.023 43.814
H 40.940 17.586 42.312
H 41.812 18.806 45.569
H 43.362 18.071 45.608
H 42.217 17.020 46.151
C 43.671 21.787 50.727
O 43.953 22.491 51.707
N 43.889 22.249 49.464
C 43.800 21.284 48.374
C 44.216 23.677 49.224
H 43.430 20.658 50.835
H 44.259 21.692 47.399
H 42.818 20.798 48.203
H 44.390 20.374 48.564
H 44.723 23.964 48.416
H 44.732 23.939 50.141
H 43.409 24.290 48.999
C 39.235 14.968 46.662
O 38.132 15.129 46.170
N 39.509 13.712 47.210
C 40.776 13.499 47.967
C 38.589 12.603 47.041
H 40.148 15.591 46.322
H 40.827 12.413 48.481
H 40.849 14.262 48.826
H 41.603 13.651 47.431
H 38.123 12.503 46.022
H 37.616 12.993 47.626
H 39.224 11.581 47.290
```


No. 4
ORCA calculation (ωB97M-V with the def2-TZVPD basis set) on C30H53Br3N3ORuSi as an isolated structure at a distorted geometry.

Results
Multiplicity = 6
Charge = 0
⟨S²⟩ = 8.79
LUMO energy (spin up / spin down) = 0.014 / -0.052 Ha
HOMO level (spin up / spin down) = -4.92 / -6.89 eV
Frontier orbital gap (spin up / spin down) = 5.3 / 5.5 eV
Energy above the lowest of the compared OMol25 structures with the same formula, charge and spin = 2.8 kJ/mol

```
92
C30H53Br3N3ORuSi ωB97M-V with the def2-TZVPD basis set
Ru 2.499 -0.209 0.069
N 2.121 0.015 2.291
C 3.238 0.203 3.221
C 4.401 -0.742 2.890
C 5.691 -0.021 2.490
C 5.558 0.841 1.235
N 5.084 0.061 0.093
H 1.543 0.856 2.271
H 1.547 -0.771 2.587
H 2.899 0.038 4.252
H 3.574 1.238 3.131
H 4.077 -1.380 2.060
H 4.620 -1.382 3.745
H 6.463 -0.774 2.317
H 6.039 0.614 3.310
H 6.541 1.297 1.034
H 4.840 1.653 1.394
H 5.649 -0.777 -0.021
H 5.155 0.619 -0.757
Br 2.173 4.789 0.297
C 2.254 3.717 -1.262
C 2.119 4.254 -2.516
C 2.211 3.410 -3.620
Br 1.987 4.184 -5.345
C 2.438 2.020 -3.507
C 2.599 1.149 -4.590
C 2.873 -0.210 -4.327
C 2.916 -0.664 -3.043
N 2.692 0.140 -1.964
C 2.512 1.486 -2.190
C 2.443 2.321 -1.047
O 2.579 1.860 0.156
H 1.944 5.311 -2.649
H 2.550 1.514 -5.601
H 3.056 -0.884 -5.149
H 3.140 -1.698 -2.812
C 0.361 -3.094 0.966
C 1.483 -3.247 -0.074
C 1.989 -4.695 -0.027
C 0.903 -2.966 -1.478
C 2.603 -2.288 0.202
H -0.508 -3.692 0.690
H 0.071 -2.046 1.044
H 0.713 -3.438 1.938
H 1.167 -5.392 -0.178
H 2.443 -4.899 0.939
H 2.731 -4.870 -0.801
H -0.020 -3.521 -1.636
H 1.616 -3.270 -2.242
H 0.704 -1.897 -1.596
H 3.574 -2.713 -0.089
C -3.134 3.090 1.435
C -3.471 2.326 0.150
C -4.966 2.483 -0.145
C -2.681 3.025 -0.965
Si -3.008 0.441 0.291
Br -0.701 0.496 0.085
C -3.572 -0.680 -1.207
C -3.309 0.017 -2.546
C -2.785 -1.992 -1.250
C -5.064 -1.015 -1.115
C -3.337 -0.334 2.062
C -4.730 0.038 2.579
C -3.263 -1.865 2.045
C -2.295 0.149 3.076
H -3.310 4.154 1.278
H -2.085 2.966 1.695
H -3.747 2.776 2.275
H -5.251 3.533 -0.084
H -5.579 1.930 0.563
H -5.199 2.138 -1.149
H -3.054 4.043 -1.085
H -2.772 2.522 -1.922
H -1.626 3.088 -0.712
H -2.257 0.279 -2.648
H -3.915 0.911 -2.674
H -3.556 -0.664 -3.361
H -1.715 -1.806 -1.262
H -3.039 -2.532 -2.162
H -3.019 -2.634 -0.410
H -5.683 -0.122 -1.117
H -5.284 -1.582 -0.213
H -5.355 -1.627 -1.969
H -5.509 -0.328 1.913
H -4.849 1.111 2.692
H -4.888 -0.414 3.559
H -4.079 -2.292 1.465
H -3.356 -2.244 3.065
H -2.314 -2.212 1.646
H -2.311 1.228 3.194
H -1.294 -0.152 2.778
H -2.501 -0.297 4.049
```